{
  "formula": "C40H40BrCoF5O3PSi2Te",
  "method": "the ωB97M-V functional and the def2-TZVPD basis",
  "symbols": ["Co", "O", "C", "C", "C", "C", "C", "C", "C", "P", "C", "C", "C", "C", "C", "C", "C", "C", "C", "C", "C", "C", "H", "H", "H", "H", "H", "H", "H", "H", "H", "H", "H", "H", "H", "H", "F", "C", "C", "C", "F", "C", "F", "C", "F", "C", "F", "Br", "C", "C", "C", "C", "C", "C", "C", "O", "O", "H", "H", "H", "H", "C", "Si", "C", "C", "C", "Te", "C", "Si", "C", "C", "C", "H", "H", "H", "H", "H", "H", "H", "H", "H", "H", "H", "H", "H", "H", "H", "H", "H", "H", "H", "H", "H", "H"],
  "coordinates": [[-0.846, 0.178, -0.421], [-1.215, 2.760, 0.404], [-1.237, 1.589, 0.748], [-1.433, 1.338, 2.256], [-1.757, 2.375, 3.119], [-1.891, 2.124, 4.474], [-1.693, 0.834, 4.964], [-1.375, -0.203, 4.102], [-1.250, 0.047, 2.736], [-0.819, -1.211, 1.468], [0.423, -2.216, 2.390], [0.064, -3.203, 3.307], [1.032, -3.906, 4.010], [2.377, -3.637, 3.802], [2.748, -2.675, 2.874], [1.778, -1.981, 2.167], [-2.238, -2.357, 1.478], [-2.079, -3.555, 0.781], [-3.135, -4.442, 0.660], [-4.370, -4.134, 1.220], [-4.537, -2.941, 1.907], [-3.472, -2.059, 2.043], [-1.895, 3.366, 2.702], [-2.144, 2.928, 5.154], [-1.790, 0.637, 6.025], [-1.217, -1.202, 4.491], [-0.983, -3.431, 3.468], [0.733, -4.669, 4.718], [3.133, -4.186, 4.350], [3.795, -2.473, 2.685], [2.084, -1.265, 1.414], [-1.133, -3.775, 0.299], [-3.006, -5.358, 0.098], [-5.204, -4.813, 1.100], [-5.503, -2.685, 2.325], [-3.618, -1.119, 2.562], [-3.818, 1.595, 0.473], [-3.939, 0.461, -0.258], [-2.828, -0.202, -0.757], [-3.168, -1.354, -1.458], [-2.212, -2.139, -2.001], [-4.456, -1.830, -1.635], [-4.696, -2.972, -2.301], [-5.516, -1.126, -1.098], [-6.775, -1.570, -1.239], [-5.252, 0.037, -0.407], [-6.273, 0.734, 0.125], [-3.855, 1.668, -6.876], [-2.641, 0.793, -5.700], [-2.393, 1.340, -4.456], [-1.512, 0.687, -3.603], [-0.882, -0.491, -3.981], [-1.146, -1.008, -5.246], [-2.026, -0.378, -6.111], [0.106, -1.236, -3.087], [0.800, -2.100, -3.618], [0.183, -0.885, -1.862], [-2.878, 2.256, -4.148], [-1.326, 1.126, -2.629], [-0.642, -1.921, -5.532], [-2.233, -0.788, -7.090], [5.005, 2.034, -2.315], [3.649, 1.047, -3.157], [3.636, 1.420, -4.992], [3.917, -0.775, -2.885], [2.007, 1.596, -2.444], [1.726, 0.959, -0.428], [2.095, 2.881, 0.440], [3.005, 2.845, 2.075], [3.328, 4.614, 2.602], [4.651, 1.964, 1.893], [1.984, 1.982, 3.378], [5.991, 1.721, -2.665], [4.975, 1.878, -1.233], [4.904, 3.104, -2.507], [4.593, 1.170, -5.454], [3.433, 2.476, -5.185], [2.860, 0.833, -5.488], [4.766, -1.120, -3.479], [3.035, -1.356, -3.172], [4.125, -0.990, -1.835], [1.175, 1.181, -3.010], [1.893, 2.681, -2.428], [1.123, 3.372, 0.529], [2.689, 3.431, -0.294], [3.961, 5.121, 1.871], [3.831, 4.656, 3.571], [2.395, 5.175, 2.684], [5.373, 2.573, 1.343], [4.533, 1.021, 1.353], [5.079, 1.739, 2.872], [1.011, 2.458, 3.508], [2.502, 1.993, 4.341], [1.799, 0.937, 3.120]],
  "max_force_ev_per_a": 0.658,
  "s_squared": 0.784,
  "total_charge": -1,
  "e_above_lowest_kj_mol": 10.90,
  "multiplicity": 2,
  "homo_ev": [-4.79, -5.49],
  "orbital_gap_ev": [7.0012, 7.6955]
}

---

{
  "formula": "C40H40BrKN8O3",
  "method": "the ωB97M-V functional and the def2-TZVPD basis",
  "symbols": ["K", "C", "N", "C", "C", "N", "C", "C", "C", "C", "C", "C", "N", "C", "N", "C", "C", "C", "C", "C", "C", "N", "H", "H", "H", "H", "H", "H", "H", "H", "H", "H", "H", "H", "H", "H", "H", "O", "C", "C", "C", "C", "C", "C", "C", "O", "N", "N", "C", "C", "Br", "C", "C", "C", "C", "C", "C", "C", "H", "H", "H", "H", "H", "H", "H", "H", "H", "H", "H", "H", "H", "H", "O", "C", "C", "C", "C", "C", "C", "C", "C", "N", "H", "H", "H", "H", "H", "H", "H", "H", "H", "H", "H"],
  "coordinates": [[0.513, -0.374, 0.138], [-3.379, -0.696, 1.073], [-2.434, -0.111, 0.138], [-3.041, 0.764, -0.851], [-2.036, 1.706, -1.440], [-1.461, 2.679, -0.781], [-0.700, 3.354, -1.729], [0.093, 4.494, -1.592], [0.742, 4.962, -2.715], [0.626, 4.311, -3.954], [-0.151, 3.182, -4.108], [-0.818, 2.731, -2.974], [-1.684, 1.674, -2.756], [-2.686, -1.817, 1.778], [-1.511, -2.242, 1.434], [-1.262, -3.331, 2.269], [-0.168, -4.193, 2.304], [-0.177, -5.200, 3.247], [-1.247, -5.352, 4.142], [-2.345, -4.514, 4.111], [-2.331, -3.509, 3.150], [-3.240, -2.517, 2.813], [-4.289, -1.081, 0.587], [-3.698, 0.062, 1.797], [-1.946, -0.889, -0.311], [-3.796, 1.373, -0.351], [-3.550, 0.215, -1.656], [0.193, 4.991, -0.636], [1.365, 5.844, -2.641], [1.161, 4.705, -4.809], [-0.239, 2.677, -5.061], [-1.955, 0.966, -3.419], [0.640, -4.089, 1.591], [0.650, -5.897, 3.288], [-1.219, -6.155, 4.868], [-3.174, -4.647, 4.794], [-4.148, -2.373, 3.219], [-1.033, -4.465, -1.452], [0.076, -5.141, -1.112], [0.001, -6.524, -0.922], [1.121, -7.243, -0.547], [2.341, -6.603, -0.352], [2.413, -5.232, -0.542], [1.303, -4.485, -0.925], [1.390, -2.971, -1.034], [0.235, -2.377, -1.428], [2.527, -2.638, -1.941], [2.723, -1.305, -1.978], [3.115, -0.757, -3.059], [3.331, 0.681, -3.146], [2.575, 1.722, -1.736], [3.926, 1.338, -4.145], [4.609, 0.711, -5.292], [5.459, -0.385, -5.139], [6.091, -0.946, -6.239], [5.892, -0.415, -7.505], [5.065, 0.688, -7.667], [4.434, 1.250, -6.568], [-0.710, -3.482, -1.503], [-0.955, -7.011, -1.068], [1.043, -8.314, -0.403], [3.218, -7.165, -0.058], [3.353, -4.712, -0.392], [1.766, -2.581, -0.059], [2.390, -3.068, -2.858], [3.273, -1.334, -3.972], [3.895, 2.421, -4.130], [5.637, -0.784, -4.148], [6.748, -1.795, -6.103], [6.389, -0.853, -8.361], [4.912, 1.112, -8.650], [3.790, 2.111, -6.698], [0.586, 2.142, 1.170], [0.769, 2.634, 2.490], [-0.498, 2.509, 3.325], [-1.086, 1.091, 3.334], [-0.173, 0.058, 3.936], [-0.178, -0.179, 5.308], [0.653, -1.153, 5.834], [1.468, -1.870, 4.974], [1.413, -1.565, 3.624], [0.623, -0.624, 3.109], [-0.228, 2.518, 0.786], [1.102, 3.677, 2.465], [1.577, 2.040, 2.919], [-1.251, 3.200, 2.933], [-0.278, 2.832, 4.347], [-1.325, 0.789, 2.312], [-2.019, 1.111, 3.902], [-0.840, 0.390, 5.949], [0.659, -1.356, 6.898], [2.121, -2.653, 5.332], [2.028, -2.111, 2.916]],
  "max_force_ev_per_a": 0.362,
  "e_above_lowest_kj_mol": 0.00,
  "homo_ev": -7.11,
  "orbital_gap_ev": 7.2294
}

---

{
  "formula": "C40H40F6NOSSeTeZn",
  "method": "the ωB97M-V functional and the def2-TZVPD basis",
  "symbols": ["Zn", "C", "C", "C", "C", "C", "C", "C", "C", "C", "C", "C", "C", "N", "C", "C", "C", "C", "C", "C", "F", "H", "H", "H", "H", "H", "H", "H", "H", "H", "H", "H", "H", "H", "H", "H", "H", "H", "H", "H", "H", "H", "C", "C", "C", "C", "C", "C", "Te", "C", "C", "C", "H", "H", "H", "H", "H", "H", "H", "H", "H", "H", "H", "F", "C", "C", "F", "C", "F", "C", "Se", "C", "F", "C", "F", "C", "S", "O", "C", "C", "C", "C", "C", "C", "H", "H", "H", "H", "H", "H", "H", "H"],
  "coordinates": [[0.423, 0.172, -1.035], [2.232, -3.345, 2.517], [2.673, -2.263, 1.522], [2.212, -2.638, 0.116], [2.369, -0.873, 2.081], [3.302, -0.407, 3.005], [3.143, 0.803, 3.654], [2.025, 1.567, 3.380], [1.061, 1.153, 2.462], [-0.101, 2.124, 2.254], [-1.492, 1.532, 2.057], [0.213, 3.129, 1.144], [1.243, -0.074, 1.790], [0.307, -0.523, 0.817], [-0.600, -1.446, 1.248], [-0.876, -1.755, 2.597], [-1.819, -2.706, 2.955], [-2.544, -3.404, 2.000], [-2.299, -3.131, 0.658], [-1.361, -2.186, 0.328], [-1.115, -1.957, -0.994], [2.622, -4.317, 2.203], [1.143, -3.414, 2.559], [2.601, -3.136, 3.523], [3.769, -2.296, 1.493], [1.146, -2.869, 0.084], [2.752, -3.538, -0.193], [2.413, -1.859, -0.616], [4.178, -1.015, 3.211], [3.888, 1.150, 4.360], [1.883, 2.517, 3.884], [-0.143, 2.692, 3.190], [-1.604, 1.085, 1.073], [-2.231, 2.333, 2.140], [-1.719, 0.772, 2.805], [0.348, 2.632, 0.180], [1.131, 3.677, 1.359], [-0.611, 3.839, 1.035], [-0.325, -1.234, 3.371], [-1.989, -2.899, 4.008], [-3.279, -4.145, 2.284], [-2.816, -3.645, -0.144], [-4.416, 5.958, 0.801], [-3.688, 4.885, 0.035], [-4.181, 3.590, -0.038], [-3.516, 2.587, -0.738], [-4.136, 1.216, -0.767], [-2.305, 2.876, -1.390], [-1.347, 1.360, -2.550], [-1.797, 4.182, -1.326], [-0.490, 4.601, -1.947], [-2.498, 5.158, -0.619], [-5.374, 5.593, 1.173], [-4.609, 6.830, 0.173], [-3.831, 6.298, 1.659], [-5.111, 3.348, 0.467], [-5.020, 1.184, -0.127], [-3.434, 0.451, -0.434], [-4.424, 0.938, -1.783], [-0.078, 3.830, -2.593], [0.247, 4.809, -1.167], [-0.621, 5.516, -2.529], [-2.086, 6.163, -0.576], [6.807, 0.885, 2.423], [5.879, 0.794, 1.458], [5.857, -0.300, 0.614], [6.768, -1.275, 0.766], [4.901, -0.376, -0.384], [4.939, -1.459, -1.176], [3.934, 0.605, -0.572], [2.675, 0.488, -2.004], [3.989, 1.686, 0.299], [3.121, 2.694, 0.178], [4.945, 1.798, 1.291], [4.986, 2.876, 2.088], [0.961, -2.383, -5.351], [0.742, -2.463, -3.566], [0.324, -1.083, -3.192], [-0.765, -3.432, -3.559], [-0.707, -4.782, -3.260], [-1.886, -5.512, -3.194], [-3.102, -4.879, -3.404], [-3.147, -3.516, -3.677], [-1.975, -2.782, -3.751], [0.074, -1.922, -5.782], [1.119, -3.384, -5.749], [1.837, -1.759, -5.524], [0.249, -5.255, -3.064], [-1.856, -6.568, -2.955], [-4.023, -5.444, -3.336], [-4.099, -3.020, -3.810], [-1.989, -1.707, -3.897]],
  "max_force_ev_per_a": 0.187,
  "total_charge": -1,
  "e_above_lowest_kj_mol": 29.40,
  "homo_ev": -4.31,
  "orbital_gap_ev": 6.4580
}